No. 1
The following is a DFT calculation (wB97M-V/def2-TZVPD) of an isolated ion of composition C5H9N2 and charge +1 in a non-equilibrium geometry.

HOMO energy (spin up / spin down)	-10.971 / -16.058	eV
expectation value of S²	2.02
multiplicity	3
Kohn-Sham gap (spin up / spin down)	0.2814 / 0.2958	Eh
total charge	+1
LUMO level (spin up / spin down)	-3.31 / -8.01	eV

CARTESIAN COORDINATES (ANGSTROEM)
C1 -1.60657 -0.34468 -0.61328
C2 0.76721 -1.36324 -0.79491
C3 -2.86529 0.41825 -0.27819
C4 1.72660 0.63598 0.38803
C5 1.18469 -0.86764 0.55730
N1 1.33425 -1.97619 -1.72592
N2 -0.60614 -0.82909 -0.93939
H1 -3.35614 0.46864 -1.31463
H2 -2.60225 1.40644 0.20640
H3 -3.64000 -0.13382 0.42020
H4 1.06992 1.37339 0.83881
H5 1.81784 0.86785 -0.70433
H6 2.25433 -2.33881 -1.70907
H7 0.50638 -0.87855 1.44364
H8 2.05540 -1.59967 0.75298
H9 2.79383 0.68732 0.73184

Cartesian forces, eV/Å:
C -1.617 0.773 0.829
C -8.779 4.267 3.290
C -0.673 -1.019 -0.297
C 1.239 -1.181 -1.082
C 3.956 -0.115 0.481
N 1.980 -1.641 -1.521
N 3.165 -1.466 -0.373
H 0.469 0.562 1.557
H -0.305 -1.021 -0.950
H 1.928 0.734 -1.356
H 0.145 -0.053 0.224
H -0.282 -0.095 0.846
H 1.023 -0.659 -1.015
H -0.046 -0.705 -1.297
H -1.001 1.431 0.478
H -1.200 0.189 0.186

---

No. 2
The following is a DFT calculation (wB97M-V/def2-TZVPD) of an isolated ion of composition C5H9N2O and charge +1 in a non-equilibrium geometry.

HOMO energy	-12.452	eV
Kohn-Sham gap	0.2569	Eh
total charge	+1
LUMO level	-5.46	eV

CARTESIAN COORDINATES (ANGSTROEM)
C1 0.28687 2.89253 -0.75019
C2 -1.29826 -4.39212 0.57198
C3 -0.42516 -2.04278 0.51654
C4 0.28874 -0.05651 -0.75958
C5 0.87994 1.95628 0.35817
N1 -0.99227 -3.14761 0.41878
N2 -0.20660 -1.31695 -0.65463
O1 0.26066 0.62585 0.30321
H1 -0.80981 3.01520 -0.46659
H2 0.90939 3.71214 -0.71009
H3 -2.24149 -4.85540 0.48069
H4 -0.71596 -5.23459 0.78827
H5 -0.33909 -1.40601 1.36556
H6 0.50898 2.38036 -1.65515
H7 1.88406 1.72933 0.21805
H8 0.72326 2.45800 1.28706
H9 -0.22064 -1.69240 -1.58836

Cartesian forces, eV/Å:
C -1.168 -3.147 2.223
C 0.360 2.865 -0.412
C -0.613 2.537 -3.473
C 1.043 2.112 -1.785
C -1.574 0.974 -2.100
N -1.191 -5.100 1.526
N 0.358 -1.069 1.536
O -0.851 -0.608 2.418
H 1.512 0.307 -0.941
H 0.710 2.414 0.092
H -2.031 0.982 -0.343
H 2.572 -0.404 0.221
H 0.153 -0.147 1.201
H -0.583 -0.186 -1.071
H 1.916 0.060 -0.264
H -0.360 -0.632 1.014
H -0.253 -0.959 0.158

---

No. 3
The following is a DFT calculation (wB97M-V/def2-TZVPD) of an isolated ion of composition C5H9N2O and charge +1 in a non-equilibrium geometry.

HOMO energy	-14.872	eV
structure (SMILES)	O=C=NCC[C@H]1C[NH2+]1
Kohn-Sham gap	0.4320	Eh
total charge	+1
LUMO level	-3.12	eV

CARTESIAN COORDINATES (ANGSTROEM)
O1 -0.58787 2.93906 -2.73531
C1 -0.40546 1.88694 -2.38643
N1 -0.24478 0.79770 -1.94841
C2 0.82175 -0.15121 -1.69656
C3 1.08093 0.00951 -0.18375
C4 -0.03522 -0.35681 0.73256
C5 -1.03515 0.76696 1.31704
N2 -1.34014 -0.13528 0.22256
H1 1.66157 0.19235 -2.26111
H2 0.55890 -1.16395 -2.02800
H3 2.12214 -0.51115 0.00524
H4 1.26555 1.03801 -0.02207
H5 0.10543 -1.15186 1.53608
H6 -1.43160 0.54108 2.37597
H7 -0.75643 1.84936 1.15128
H8 -2.16093 -0.70730 0.42682
H9 -1.20886 0.39593 -0.72559

Cartesian forces, eV/Å:
O -0.870 3.521 -1.320
C 0.950 -0.800 0.073
N -1.065 -2.568 0.475
C -0.317 0.446 0.730
C 3.021 -1.724 -0.712
C 0.153 -0.269 3.830
C 2.654 0.045 1.853
N -2.281 1.107 -0.712
H 0.828 -0.147 -0.184
H -0.136 0.338 0.217
H -2.339 0.683 0.239
H 0.512 1.179 0.008
H -0.376 0.772 -1.682
H 0.378 0.188 -2.204
H -0.704 -1.497 -0.333
H 0.384 -0.326 -0.673
H -0.793 -0.949 0.395

---

No. 4
The following is a DFT calculation (wB97M-V/def2-TZVPD) of an isolated ion of composition C5H9N2O and charge +1 in a non-equilibrium geometry.

HOMO energy	-13.771	eV
structure (SMILES)	O=C=NCC[C@H]1C[NH2+]1
Kohn-Sham gap	0.3801	Eh
total charge	+1
LUMO level	-3.43	eV

CARTESIAN COORDINATES (ANGSTROEM)
O1 3.86916 -0.75474 0.19561
C1 2.89766 -0.13717 0.02682
N1 1.83930 0.33287 -0.28536
C2 1.02152 1.50250 -0.16985
C3 -0.48901 1.07969 0.16737
C4 -0.76536 -0.34397 0.64801
C5 -1.96965 -1.16257 0.28501
N2 -0.73873 -1.30407 -0.49966
H1 0.91091 1.94353 -1.21579
H2 1.57063 2.10799 0.47297
H3 -0.56714 1.82783 0.91471
H4 -1.20642 1.50166 -0.66668
H5 -0.40059 -0.79443 1.47121
H6 -2.14287 -1.96457 0.85515
H7 -2.73352 -0.73065 -0.35258
H8 -0.29526 -2.17635 -0.39447
H9 -0.80063 -0.92755 -1.45248

Cartesian forces, eV/Å:
O 0.015 0.240 0.292
C 0.266 -0.408 -0.435
N -0.230 -0.665 -0.319
C -1.173 -2.370 -3.588
C 0.184 1.710 -0.647
C -1.739 1.688 -3.610
C 0.357 3.994 -2.758
N -0.373 0.345 -0.384
H 0.616 -0.107 1.486
H -0.183 1.728 1.408
H -1.339 0.193 1.421
H 1.288 -1.492 1.441
H 2.203 -0.696 2.665
H -1.070 -2.763 2.096
H -0.318 -0.124 0.577
H 1.049 -1.086 -0.182
H 0.447 -0.186 0.537

---

No. 5
The following is a DFT calculation (wB97M-V/def2-TZVPD) of C5H9N2O as an isolated structure in a non-equilibrium geometry.

HOMO energy (spin up / spin down)	-10.469 / -15.097	eV
expectation value of S²	2.01
multiplicity	3
Kohn-Sham gap (spin up / spin down)	0.2749 / 0.2906	Eh
total charge	+1
LUMO level (spin up / spin down)	-2.99 / -7.19	eV

CARTESIAN COORDINATES (ANGSTROEM)
C1 1.70575 1.28986 0.87856
C2 -2.28251 -1.11240 0.32191
C3 -1.11291 -0.55782 0.94525
C4 -0.65855 0.07496 -0.85967
C5 1.32596 0.31328 -1.26148
N1 1.72109 0.32846 0.02433
N2 -0.85019 -1.20247 -0.24787
O1 -0.92888 0.71059 0.31670
H1 1.92040 0.95363 1.85730
H2 1.55493 2.34586 0.75061
H3 -2.57620 -2.13540 0.54950
H4 -3.00420 -0.52435 -0.20019
H5 -0.76733 -0.83631 1.90934
H6 -0.81341 0.32969 -1.89073
H7 1.36859 1.20480 -1.86778
H8 1.47996 -0.56790 -1.80262
H9 1.91750 -0.61446 0.57684

Cartesian forces, eV/Å:
C 0.349 4.861 4.326
C -0.357 -2.437 -0.684
C -0.675 1.793 0.575
C -0.505 -1.716 1.618
C 0.425 0.458 1.946
N 1.495 -6.912 -2.624
N 0.456 -1.754 -3.554
O 0.175 2.473 0.099
H 0.230 0.207 0.933
H -0.163 -0.052 -0.735
H -0.149 0.375 0.381
H -0.148 0.530 -0.143
H 0.600 0.385 0.765
H -0.936 0.487 -0.155
H -0.282 0.522 0.336
H 0.073 -1.421 -0.553
H -0.589 2.199 -2.531

---

No. 6
The following is a DFT calculation (wB97M-V/def2-TZVPD) of an isolated ion of composition C5H9N2O4 and charge +1 in a non-equilibrium geometry.

HOMO energy	-14.879	eV
structure (SMILES)	CC(=O)[C@H]([NH3+])C1(N)OC(=O)O1
Kohn-Sham gap	0.3902	Eh
total charge	+1
LUMO level	-4.26	eV

CARTESIAN COORDINATES (ANGSTROEM)
C1 1.22181 -1.14259 -1.94914
C2 1.50212 -0.58437 -0.53441
O1 2.52607 -0.72975 0.13224
C3 0.53137 0.50451 -0.01046
N1 1.14239 1.01659 1.26590
C4 -0.96515 0.06337 0.24473
N2 -1.10188 -1.18259 0.80074
O2 -1.93572 1.14332 1.25651
C5 -2.72464 1.19479 0.26973
O3 -3.71529 1.71991 -0.04302
O4 -1.79585 0.41983 -0.73691
H1 1.51472 -2.18666 -1.83085
H2 0.06062 -0.89390 -2.07610
H3 1.93937 -0.89101 -2.74789
H4 0.49094 1.27405 -0.74135
H5 2.03389 0.48735 1.11517
H6 0.43967 0.87930 2.02796
H7 1.29062 2.02492 1.34204
H8 -2.05143 -1.54469 0.80848
H9 -0.40364 -1.57240 1.40661

Cartesian forces, eV/Å:
C -1.779 0.222 2.038
C 1.793 0.677 -1.153
O -1.538 -0.048 -0.828
C -1.732 -0.027 1.331
N -1.685 0.664 -0.282
C 0.307 -0.937 0.374
N -0.027 0.967 -1.111
O 1.914 -0.416 1.339
C 0.197 0.809 -2.236
O -0.043 -0.490 0.096
O -1.159 -0.144 0.140
H -0.922 -0.478 -0.086
H 2.699 -1.034 -0.637
H -0.530 0.977 0.435
H -0.047 0.759 -0.672
H 0.730 -0.527 1.704
H 1.282 -0.701 -0.167
H 0.233 0.032 -0.704
H 0.377 -0.144 0.241
H -0.068 -0.163 0.178

---

No. 7
The following is a DFT calculation (wB97M-V/def2-TZVPD) of C5H9N2O4S as an isolated structure in a non-equilibrium geometry.

HOMO energy	-3.265	eV
Kohn-Sham gap	0.2429	Eh
total charge	-1
LUMO level	3.34	eV

CARTESIAN COORDINATES (ANGSTROEM)
C1 1.73010 0.62648 0.14314
C2 -3.05817 -0.26176 0.99059
C3 0.27884 0.66560 -0.13852
C4 -4.33913 -0.18107 0.12892
C5 -0.68532 -0.48358 0.07305
N1 4.07196 0.11404 -0.44950
N2 -1.89353 -0.25080 0.29429
O1 -0.37531 1.92823 0.13296
O2 -3.15450 -0.40869 2.19097
O3 1.09685 0.82177 -1.20178
O4 2.18938 -1.79264 -0.93678
S1 3.00347 -1.11061 0.07199
H1 2.02272 1.63941 0.54988
H2 -5.04019 -0.00787 0.89140
H3 -4.29518 0.67945 -0.68599
H4 -4.57824 -1.10425 -0.48859
H5 -0.35231 -1.44108 -0.06919
H6 3.68211 0.71269 -1.23105
H7 4.95808 -0.26260 -0.85938
H8 0.33190 2.30078 0.74178
H9 4.40648 -2.18351 -0.14818

Cartesian forces, eV/Å:
C -0.413 0.168 -0.575
C 0.495 -1.096 -2.485
C -1.107 1.129 1.049
C 1.372 0.843 -2.679
C -0.639 2.883 -0.778
N 1.111 1.055 -2.467
N -1.069 0.330 1.593
O 1.548 -0.413 1.751
O 0.224 0.275 0.598
O 0.928 -0.542 -0.655
O -0.651 -0.069 -0.783
S 1.537 -0.516 1.197
H 0.183 -0.906 -0.263
H -1.556 0.303 0.441
H -0.070 -1.541 1.930
H 0.507 0.851 1.109
H 1.254 -2.489 -0.305
H 0.159 -0.884 1.408
H -1.214 -0.092 0.745
H -1.696 -0.051 -1.113
H -0.903 0.761 0.284

---

No. 8
The following is a DFT calculation (wB97M-V/def2-TZVPD) of a 2-piece molecular cluster, C5H9N2OS overall in a non-equilibrium geometry.

HOMO energy	-11.772	eV
Kohn-Sham gap	0.2093	Eh
total charge	+1
LUMO level	-6.08	eV

CARTESIAN COORDINATES (ANGSTROEM)
C1 -1.45509 0.89282 -2.57599
C2 0.68897 -0.88586 -0.14832
C3 -0.02715 -0.19576 0.94515
C4 0.06302 -1.09276 -1.37329
C5 0.64626 1.01979 2.93290
N1 -1.24416 0.02186 1.09149
N2 0.91676 0.23776 1.89638
O1 1.97617 -1.06896 0.04124
S1 -1.52705 2.42549 -1.99221
H1 -0.88629 -0.71881 -1.61022
H2 -2.24005 0.24923 -2.12480
H3 0.58701 -1.70923 -2.08955
H4 -0.36247 1.31760 3.00049
H5 -0.92904 0.49488 -3.34287
H6 1.41840 1.41964 3.47727
H7 -1.95400 -0.35899 0.48264
H8 1.84751 -0.34222 1.85631
H9 2.48119 -1.70648 -0.46662

Cartesian forces, eV/Å:
C -3.663 2.869 3.354
C -3.360 -0.056 -4.525
C -0.545 -1.130 -1.766
C 2.559 -0.704 3.126
C -0.283 -2.333 -4.498
N 0.029 0.638 1.360
N 1.894 0.490 4.260
O 2.174 -0.164 1.912
S 0.668 -1.393 -0.823
H -0.868 -0.321 0.334
H 0.500 0.089 -0.639
H 0.062 0.263 -0.316
H -1.114 0.558 0.222
H 1.942 -0.808 -2.383
H 1.728 0.387 1.688
H 0.399 -0.082 -0.463
H -1.696 1.905 -0.326
H -0.427 -0.207 -0.519

---

No. 9
The following is a DFT calculation (wB97M-V/def2-TZVPD) of one molecule with the formula C5H9N2P in a non-equilibrium geometry.

HOMO energy	-7.221	eV
Kohn-Sham gap	0.2571	Eh
total charge	0
LUMO level	-0.22	eV

CARTESIAN COORDINATES (ANGSTROEM)
C1 0.92614 -1.35742 -1.96735
C2 0.94596 -0.11128 -2.47856
C3 0.50708 -1.16596 -0.58534
C4 0.50617 0.90876 -1.43843
C5 -1.44523 0.05074 2.07988
N1 0.29499 0.08305 -0.30541
N2 1.17995 -0.48014 2.57110
P1 0.36282 0.57454 1.71295
H1 1.21455 -2.17512 -2.52507
H2 0.99517 0.08657 -3.50773
H3 0.53718 -1.91213 0.19214
H4 1.42488 1.43391 -1.01277
H5 -1.67338 -0.64096 1.15300
H6 -2.15179 0.79911 2.18495
H7 -1.24503 -0.59594 2.95814
H8 2.11476 -0.15507 2.59455
H9 -0.22613 1.58594 -1.72499

Cartesian forces, eV/Å:
C -0.497 2.948 0.878
C -1.166 0.255 0.724
C 0.796 0.466 -0.211
C 3.997 -1.859 0.284
C 2.985 -3.696 -2.364
N -1.596 -2.540 0.891
N -1.534 -0.694 -0.594
P -0.646 1.868 1.334
H 0.282 -1.936 -0.590
H 0.602 0.490 -1.175
H -0.212 -0.050 0.293
H -0.834 0.178 -1.153
H -0.145 1.223 1.960
H -1.206 1.486 0.273
H -0.659 0.437 -0.374
H 1.303 0.239 0.075
H -1.469 1.184 -0.252

---

No. 10
The following is a DFT calculation (wB97M-V/def2-TZVPD) of one molecule with the formula C5H9N3 in a non-equilibrium geometry.

HOMO energy	-9.243	eV
structure (SMILES)	[H]/N=C(\[C@H]1CN1)N1CC1
Kohn-Sham gap	0.3799	Eh
total charge	0
LUMO level	1.09	eV

CARTESIAN COORDINATES (ANGSTROEM)
H1 0.03178 -2.22652 -0.48697
N1 0.05980 -1.47692 -1.17083
C1 -0.25904 -0.38894 -0.51732
C2 -0.54266 -0.24196 0.95982
C3 -1.43527 -1.18755 1.69104
N2 -0.13247 -1.08311 2.13979
N3 -0.09235 0.88366 -1.12208
C4 0.95679 1.29425 -2.06657
C5 0.99444 1.71721 -0.59821
H2 -0.74905 0.79788 1.20548
H3 -2.17212 -0.74238 2.39047
H4 -1.91409 -2.18317 1.24415
H5 0.36102 -1.90824 1.85120
H6 1.70017 0.53190 -2.42357
H7 0.66482 1.99354 -2.81753
H8 1.81712 1.46523 0.10178
H9 0.71112 2.75511 -0.38064

Cartesian forces, eV/Å:
H -0.312 -0.513 -0.116
N -0.752 2.105 1.373
C 2.875 -1.471 -1.068
C -1.408 -0.116 -0.048
C -4.392 -1.434 -0.333
N 1.983 0.418 -0.464
N 0.258 0.000 0.807
C 0.807 -1.697 1.347
C 0.004 1.429 -0.848
H 0.440 -0.206 0.194
H 0.324 -0.194 -0.585
H 1.547 2.174 0.553
H 0.740 -0.202 -0.254
H -0.883 0.642 0.606
H -0.336 0.366 -0.258
H -0.747 -0.950 -0.688
H -0.148 -0.352 -0.217